Record 1
DFT (ωB97M-V/def2-TZVPD) results for the ion C4H12N3 with charge +1.

Results
Largest force on an atom (eV Å⁻¹): 7.9
LUMO energy (Eh): -0.1345
Structure (SMILES): NCC/C(N)=C/[NH3+]
HOMO (eV): -11.8910
Kohn-Sham gap (eV): 8.232

ORCA input file:
```
! wB97M-V def2-TZVPD RIJCOSX def2/J DEFGRID3
* xyz 1 1
C 0.394 0.470 1.914
C -0.489 0.062 0.672
C 0.099 0.192 -0.630
C 0.249 -1.021 -1.275
N 0.156 -0.676 -2.699
N -0.242 1.364 -1.124
N 0.079 -0.231 3.163
H 0.386 1.582 2.076
H 1.510 0.239 1.707
H -1.586 0.320 0.736
H -0.492 -1.029 0.864
H 0.435 -2.083 -0.979
H -0.459 -1.399 -3.235
H -0.220 0.287 -2.823
H 1.120 -0.725 -3.172
H -1.091 1.955 -1.067
H 0.596 1.873 -0.922
H 0.291 -1.211 3.060
H -0.735 0.031 3.733
*
```


Record 2
DFT (ωB97M-V/def2-TZVPD) results for a cluster of 2 separate species, C3H7NO3 in total.

Results
Largest force on an atom (eV Å⁻¹): 1.7
LUMO energy (Eh): 0.0099
Structure (SMILES): CC(=O)NO.C=O
HOMO (eV): -9.3854
Kohn-Sham gap (eV): 9.654

ORCA input file:
```
! wB97M-V def2-TZVPD RIJCOSX def2/J DEFGRID3
* xyz 0 1
C -1.938 -0.281 0.777
C 0.056 1.229 -0.841
O -1.748 -1.145 -0.041
H 0.105 -1.404 -0.716
H -2.831 0.364 0.761
H -1.267 -0.129 1.636
H 0.727 1.942 -1.317
H -0.447 0.691 -1.640
H -0.607 1.801 -0.196
O 1.731 -1.865 0.402
N 0.991 -0.952 -0.375
C 0.989 0.338 0.010
O 1.709 0.777 0.884
H 2.530 -1.367 0.656
*
```


Record 3
DFT (ωB97M-V/def2-TZVPD) results for an isolated molecule of C10H10N2O3.

Results
Largest force on an atom (eV Å⁻¹): 4.2
LUMO energy (Eh): -0.0355
Structure (SMILES): O=C=CCC/N=C1\C=CC([N+](=O)[O-])=CC1
HOMO (eV): -8.7366
Kohn-Sham gap (eV): 7.770

ORCA input file:
```
! wB97M-V def2-TZVPD RIJCOSX def2/J DEFGRID3
* xyz 0 1
C 1.433 -1.221 -0.667
C -0.562 0.368 -1.141
C 0.444 -2.280 -1.040
C -1.231 -0.626 -1.773
C 0.684 0.117 -0.419
C -0.770 -1.966 -1.604
C -0.262 1.645 2.659
C 0.642 0.828 3.029
C -0.255 2.439 1.443
C 1.033 2.233 0.587
N 1.412 0.836 0.339
N -1.650 -3.103 -1.822
O -1.213 -4.201 -1.439
O -2.645 -2.890 -2.402
O 1.477 0.079 3.330
H 2.083 -1.702 0.111
H -1.070 1.266 -0.911
H 0.676 -3.313 -0.934
H -1.969 -0.403 -2.510
H -1.209 1.679 3.325
H -1.168 2.162 0.909
H -0.608 3.509 1.685
H 0.646 2.862 -0.362
H 1.897 2.725 1.130
H 2.185 -1.044 -1.523
*
```


Record 4
DFT (ωB97M-V/def2-TZVPD) results for an isolated molecule of C5H4N2O2.

Results
Largest force on an atom (eV Å⁻¹): 4.8
LUMO energy (Eh): 0.0063
Structure (SMILES): C#C/C=N\N=C\OC=O
HOMO (eV): -9.5764
Kohn-Sham gap (eV): 9.747

ORCA input file:
```
! wB97M-V def2-TZVPD RIJCOSX def2/J DEFGRID3
* xyz 0 1
C 0.893 -0.597 2.478
C 0.316 1.198 0.960
C -0.527 0.748 -2.179
C -0.690 -0.682 -2.384
C -0.916 -1.854 -2.699
H 1.433 -0.768 3.416
H 0.653 2.305 0.959
H -0.653 1.392 -3.068
H -1.173 -2.850 -2.820
N -0.226 0.464 0.036
N -0.338 1.350 -1.079
O 0.330 -1.420 1.836
O 0.823 0.713 2.134
*
```


Record 5
DFT (ωB97M-V/def2-TZVPD) results for a cluster of 2 separate species, C6H6ClNO4 in total.

Results
Largest force on an atom (eV Å⁻¹): 3.6
LUMO energy (Eh): 0.0130
Structure (SMILES): Oc1cccc(Cl)c1O.O=NO
HOMO (eV): -9.0441
Kohn-Sham gap (eV): 9.398

ORCA input file:
```
! wB97M-V def2-TZVPD RIJCOSX def2/J DEFGRID3
* xyz 0 1
C -1.985 0.903 0.896
C -0.995 1.878 0.686
C -1.922 -0.347 0.332
C 0.015 1.491 -0.206
C -0.839 -0.726 -0.453
C 0.081 0.234 -0.855
N 1.784 -1.782 0.467
O 1.429 -2.456 1.332
O 2.790 -0.885 0.853
O -0.781 -2.041 -0.859
O 1.184 0.012 -1.708
Cl 1.315 2.659 -0.478
H -2.708 1.126 1.568
H -0.964 2.828 1.278
H -2.578 -1.094 0.632
H 3.041 -0.327 0.154
H 0.025 -2.187 -1.258
H 1.108 0.713 -2.381
*
```


Record 6
DFT (ωB97M-V/def2-TZVPD) results for a structure of composition C43H36LaN10OS2.

Results
Largest force on an atom (eV Å⁻¹): 1.5
LUMO energy (Eh): -0.3197
HOMO (eV): -14.5678
Kohn-Sham gap (eV): 5.869

ORCA input file:
```
! wB97M-V def2-TZVPD RIJCOSX def2/J DEFGRID3
* xyz 3 1
La -0.329 -0.186 -0.386
C -1.085 3.838 -3.052
C -0.771 2.550 -2.622
N -1.133 2.100 -1.417
C -1.846 2.938 -0.633
C -2.172 4.219 -1.110
N -1.785 4.651 -2.288
C -2.258 2.460 0.705
C -2.996 3.287 1.545
C -3.427 2.848 2.801
C -3.066 1.539 3.141
C -2.301 0.764 2.273
N -1.897 1.214 1.068
C -1.881 -0.606 2.655
C -2.068 -1.131 3.944
N -1.585 -2.302 4.297
C -0.965 -3.030 3.388
C -0.832 -2.569 2.080
N -1.252 -1.353 1.722
C -4.215 3.717 3.689
C -4.616 4.998 3.285
C -5.373 5.777 4.147
N -5.731 5.351 5.336
C -5.367 4.161 5.753
C -4.605 3.305 4.970
H -0.770 4.230 -4.009
H -0.214 1.881 -3.267
H -2.748 4.935 -0.541
H -3.245 4.280 1.223
H -3.390 1.122 4.077
H -2.586 -0.602 4.732
H -0.562 -3.977 3.717
H -0.376 -3.191 1.318
H -4.366 5.409 2.322
H -5.700 6.769 3.870
H -5.695 3.880 6.743
H -4.333 2.347 5.377
S 4.318 -0.133 5.578
C 3.453 -0.229 7.036
C 2.098 -0.233 6.848
C 1.744 -0.163 5.496
C 2.837 -0.109 4.649
C 2.884 -0.075 3.215
C 1.721 0.038 2.421
N 1.693 -0.015 1.094
C 2.878 -0.083 0.424
C 4.111 -0.127 1.130
C 5.340 -0.151 0.400
C 5.353 -0.107 -0.950
C 4.137 -0.064 -1.701
C 4.139 -0.042 -3.095
C 2.937 -0.076 -3.808
C 1.755 -0.096 -3.035
N 1.718 -0.077 -1.707
C 2.892 -0.067 -1.014
C 2.898 -0.117 -5.242
C 1.795 -0.157 -6.076
C 2.134 -0.217 -7.431
C 3.487 -0.216 -7.631
S 4.368 -0.141 -6.180
C 4.094 -0.158 2.523
H 3.987 -0.264 7.965
H 1.391 -0.291 7.656
H 0.723 -0.173 5.155
H 0.767 0.205 2.909
H 6.260 -0.192 0.960
H 6.287 -0.124 -1.489
H 5.080 -0.026 -3.624
H 0.794 -0.166 -3.540
H 0.775 -0.140 -5.735
H 1.418 -0.269 -8.232
H 4.009 -0.256 -8.566
H 5.028 -0.230 3.065
C -3.123 -2.628 -2.999
N -1.875 -3.325 -3.284
C -1.941 -4.425 -4.234
C -0.822 -2.947 -2.540
O -1.009 -1.997 -1.698
N 0.396 -3.542 -2.585
C 1.050 -4.237 -3.680
C 1.345 -3.299 -1.511
H -3.931 -3.061 -3.578
H -3.048 -1.568 -3.250
H -3.373 -2.714 -1.939
H -2.982 -4.598 -4.502
H -1.556 -5.349 -3.802
H -1.413 -4.185 -5.160
H 0.360 -4.671 -4.387
H 1.659 -5.038 -3.263
H 1.710 -3.550 -4.216
H 0.886 -2.731 -0.691
H 2.218 -2.754 -1.882
H 1.688 -4.261 -1.118
*
```


Record 7
DFT (ωB97M-V/def2-TZVPD) results for a cluster of 3 separate species, C2H10NO3 in total.

Results
Largest force on an atom (eV Å⁻¹): 3.5
LUMO energy (Eh): -0.1226
HOMO (eV): -14.4753
Kohn-Sham gap (eV): 11.140

ORCA input file:
```
! wB97M-V def2-TZVPD RIJCOSX def2/J DEFGRID3
* xyz 1 1
O 1.585 -1.871 2.205
C 2.226 -1.295 1.362
C 1.561 -0.447 0.149
N 0.110 -0.521 0.056
H 3.334 -1.218 1.528
H 1.841 0.572 0.317
H 2.129 -0.773 -0.667
H -0.196 0.263 0.684
H -0.206 -0.388 -0.955
H -0.256 -1.380 0.546
H -0.916 0.288 -2.935
H -2.096 1.004 -2.106
O -1.083 0.735 -2.112
H -2.282 2.344 0.772
H -3.324 1.190 0.706
O -2.426 1.498 0.449
*
```


Record 8
DFT (ωB97M-V/def2-TZVPD) results for a structure of composition CHFO.

Results
Largest force on an atom (eV Å⁻¹): 5.0
LUMO energy (Eh): 0.0408
HOMO (eV): -11.7771
Kohn-Sham gap (eV): 12.888

ORCA input file:
```
! wB97M-V def2-TZVPD RIJCOSX def2/J DEFGRID3
* xyz 0 1
C -0.068 0.105 0.023
O -0.615 1.146 0.008
F -0.604 -1.091 0.007
H 1.287 -0.160 -0.038
*
```